(1)
# C12H30ClN3O4

3 unconnected molecules or ions with the total composition C12H30ClN3O4 (ωB97M-V with the def2-TZVPD basis set, the OMol25 dataset).

The geometry in ORCA input format:
```
! RIJCOSX wB97M-V def2-TZVPD def2/J DEFGRID3
* xyz 0 1
C -3.7621 -3.8846 0.5319
C -3.1891 -5.3247 0.9113
C -2.4037 -5.4094 2.2995
Cl -3.1244 -4.3450 3.6290
N -0.9348 -5.2014 2.2152
C -0.5622 -4.0315 1.4362
O -0.7366 -2.8856 1.8753
O 0.0434 -4.1244 0.1266
H -4.4657 -3.9332 -0.3777
H -4.3516 -3.3692 1.3533
H -2.9046 -3.1882 0.2272
H -2.5800 -5.6926 0.0095
H -4.0737 -6.0549 0.9951
H -2.5454 -6.4840 2.6824
H -0.4292 -6.0492 1.9378
H 0.9873 -4.3538 0.3170
C 1.9487 0.5225 -2.4806
O 1.4908 -0.3367 -1.4500
C 0.2778 0.0809 -0.8302
C -0.9988 -0.3286 -1.5927
C -1.2814 0.5410 -2.8142
N -0.9512 -1.7350 -2.0085
H 1.7247 1.5725 -2.2718
H 1.5178 0.2244 -3.4391
H 3.0324 0.4092 -2.5587
H 0.2601 -0.4197 0.1440
H 0.2964 1.1582 -0.6255
H -1.8432 -0.2037 -0.9060
H -0.6219 0.3138 -3.6533
H -2.3057 0.3814 -3.1635
H -1.1763 1.6025 -2.5730
H -0.8526 -2.3158 -1.1778
H -0.0705 -1.8741 -2.5041
C 2.8770 2.6545 0.1076
O 1.9649 3.5345 -0.5295
C 0.9793 4.0910 0.3344
C 1.4534 5.3276 1.1252
C 2.3497 4.9826 2.3107
N 2.1535 6.2864 0.2614
H 2.4044 2.0773 0.9075
H 3.7312 3.2141 0.4948
H 3.2539 1.9584 -0.6434
H 0.1609 4.4071 -0.3219
H 0.5653 3.3228 0.9982
H 0.5611 5.8189 1.5281
H 3.3592 4.7020 2.0064
H 2.4470 5.8459 2.9752
H 1.9271 4.1614 2.8959
H 1.5190 6.5833 -0.4776
H 2.8785 5.7708 -0.2377
*
```

Summary:
Frontier orbital gap ... 0.338 Ha
Calculated total energy ... -38111.314 eV
Highest occupied orbital energy ... -8.9 eV

=====

(2)
# C12H30F2N3O8S2Sn

A molecular structure, C12H30F2N3O8S2Sn (ωB97M-V with the def2-TZVPD basis set, the OMol25 dataset).

The geometry in ORCA input format:
```
! RIJCOSX wB97M-V def2-TZVPD def2/J DEFGRID3
* xyz 1 1
Sn -0.0192 1.5525 0.2316
N 3.8079 -1.1887 1.6362
S 4.3744 -1.6186 2.9235
O 5.7435 -1.2680 3.2254
O 3.8355 -2.8337 3.5054
F 3.6138 -0.4996 3.8304
S 4.6441 -2.3620 0.6826
O 4.1340 -3.7313 0.8203
O 6.0936 -2.1402 0.4331
F 4.0466 -1.9417 -0.7573
C -0.1837 2.9238 4.5998
O -0.9638 1.9017 3.9915
C -1.5539 0.9564 4.9263
C -2.7463 0.2590 4.2873
N -2.4220 -0.5849 3.1430
C -1.5630 -1.7954 3.5570
C -1.3160 -2.7914 2.3896
O -0.9121 -2.1120 1.2079
C -0.7835 -2.9875 0.1327
H 0.1002 3.7164 3.9075
H 0.6995 2.6968 5.1969
H -0.7171 3.5898 5.2780
H -2.0624 1.5662 5.6730
H -0.7885 0.4128 5.4801
H -3.5271 0.9955 4.0978
H -3.2174 -0.4003 5.0163
H -3.3347 -0.9101 2.8576
H -2.0133 -2.3439 4.3843
H -0.5703 -1.5166 3.9106
H -2.2455 -3.3580 2.3321
H -0.6192 -3.5671 2.7072
H -0.2197 -2.4745 -0.6464
H -1.7938 -3.2257 -0.2000
H -0.2104 -3.8963 0.3161
C -3.7574 -0.6651 -2.5913
O -2.5348 -0.0360 -2.8737
C -2.4006 0.0207 -4.3055
C -1.4162 1.1470 -4.7557
N -0.0385 0.8641 -4.3395
C 0.8862 1.7519 -5.0003
C 1.2355 2.9783 -4.1061
O 1.9639 2.5555 -2.9582
C 3.3856 2.5180 -3.1694
H -3.9294 -1.6216 -3.0850
H -4.5610 -0.0223 -2.9506
H -3.6778 -0.8782 -1.5253
H -3.3661 0.1067 -4.8041
H -2.0586 -0.9611 -4.6330
H -1.7533 2.1073 -4.3654
H -1.4081 1.2549 -5.8403
H 0.2102 -0.0594 -4.6642
H 0.6411 2.0581 -6.0173
H 1.8478 1.2397 -5.0332
H 0.2895 3.3978 -3.7637
H 1.6898 3.7894 -4.6752
H 3.8603 3.4561 -3.4570
H 3.7751 1.8362 -3.9253
H 3.8066 2.1386 -2.2383
*
```

Summary:
ΔE to the lowest compared entry with this formula, charge and spin ... 866.7 kJ/mol
Frontier orbital gap ... 0.093 Ha
Calculated total energy ... -66698.821 eV
Highest occupied orbital energy ... -11.1 eV

=====

(3)
# C12H30F4HgN4O12S4

A molecular structure, C12H30F4HgN4O12S4 (ωB97M-V with the def2-TZVPD basis set, the OMol25 dataset).

The geometry in ORCA input format:
```
! RIJCOSX wB97M-V def2-TZVPD def2/J DEFGRID3
* xyz 0 1
Hg 1.1927 0.8141 0.1840
N 2.3131 -0.2644 3.3383
S 1.8304 -0.3832 4.7398
O 2.1460 0.7609 5.6090
O 1.8241 -1.6971 5.3826
F 0.3215 -0.0725 4.2630
S 3.8978 -0.9323 3.7528
O 4.0577 -2.3815 3.4366
O 4.5641 -0.4780 4.9429
F 4.7220 -0.1815 2.5526
N 1.5000 2.2541 -3.0426
S 2.9790 2.9359 -3.6514
O 3.1078 4.3825 -3.5872
O 3.5923 2.3194 -4.7902
F 3.8371 2.3909 -2.3656
S 0.7599 2.4683 -4.3572
O 0.8168 1.4175 -5.3475
O 0.6518 3.8353 -4.9463
F -0.6996 2.3017 -3.6923
C -3.8326 -5.1971 -0.0204
O -2.8813 -4.2005 0.2748
C -1.5831 -4.6146 0.5035
C -0.6157 -3.4311 0.6280
N -0.7559 -2.3650 -0.3715
C -0.5009 -2.7745 -1.7915
C 0.9916 -3.2640 -1.9423
O 1.8970 -2.2907 -1.3729
C 3.2746 -2.8645 -1.2998
H -3.3709 -6.1396 -0.3147
H -4.3694 -4.7945 -0.8793
H -4.5469 -5.3797 0.7824
H -1.3009 -5.2547 -0.3324
H -1.6429 -5.1755 1.4363
H 0.4363 -3.7115 0.6813
H -0.7567 -2.8681 1.5506
H -1.7320 -2.1449 -0.2341
H -0.8170 -1.8965 -2.3547
H -1.1936 -3.5728 -2.0579
H 1.1294 -3.3586 -3.0194
H 1.1276 -4.2275 -1.4510
H 3.2517 -3.6734 -0.5695
H 3.9629 -2.0745 -0.9996
H 3.5504 -3.3300 -2.2460
C -4.3137 0.4201 -1.4852
O -3.3768 0.8632 -0.5555
C -3.6749 2.1132 -0.0817
C -2.7073 2.5504 1.0509
N -1.3850 2.9264 0.5080
C -0.8593 3.8813 1.5212
C 0.4510 4.4820 1.1038
O 1.3896 3.4460 1.3263
C 2.7266 3.8673 1.5646
H -5.3564 0.3423 -1.1772
H -4.0683 -0.5925 -1.8054
H -4.3792 1.0604 -2.3649
H -4.6447 2.1258 0.4158
H -3.8231 2.8819 -0.8401
H -2.5433 1.7269 1.7459
H -3.2189 3.3738 1.5494
H -1.4635 3.4409 -0.3576
H -0.7761 3.3550 2.4721
H -1.4823 4.7518 1.7268
H 0.6843 5.3895 1.6607
H 0.3945 4.7500 0.0488
H 3.2688 4.0557 0.6380
H 3.2370 3.1160 2.1672
H 2.7846 4.7867 2.1472
*
```

Summary:
ΔE to the lowest compared entry with this formula, charge and spin ... 1040.7 kJ/mol
Frontier orbital gap ... 0.108 Ha
Calculated total energy ... -101832.899 eV
Highest occupied orbital energy ... -9.7 eV